No. 1
{
  "formula": "C5H6F2S",
  "method": "ωB97M-V/def2-TZVPD",
  "species": ["F", "C", "C", "C", "F", "C", "S", "C", "H", "H", "H", "H", "H", "H"],
  "coordinates": [[-2.315, -1.452, 0.025], [-2.564, -0.015, -0.004], [-1.576, 0.967, 0.128], [-0.054, 0.539, -0.048], [0.563, 1.854, -0.330], [0.939, 0.150, 1.068], [2.089, -0.833, 0.086], [0.673, -0.344, -1.078], [-3.589, 0.129, 0.313], [-1.786, 1.962, 0.476], [1.402, 1.205, 1.393], [0.514, -0.409, 1.957], [1.244, 0.301, -1.692], [0.052, -1.264, -1.477]],
  "atomic_forces_ev_per_a": [[0.1, 3.3, -0.8], [2.4, 0.3, 2.2], [0.0, -5.8, -0.9], [1.4, 2.5, 0.4], [-1.0, -0.1, -0.7], [-0.5, 1.9, 3.3], [-1.3, -0.1, -0.4], [-1.4, -2.8, 0.1], [-0.1, 0.1, -0.5], [-0.1, 0.2, -0.4], [-0.9, -2.7, -0.1], [0.5, 0.7, -1.0], [-0.5, 0.3, -1.7], [1.5, 2.1, 0.4]],
  "homo_lumo_gap_ha": 0.337,
  "homo_energy_ev": -8.789,
  "fmax_ev_per_a": 5.86,
  "e_above_lowest_kcal_mol": 66.9,
  "e_tot_ha": -791.91192,
  "smiles": "F/C=C\\C1(F)CSC1"
}

=====

No. 2
{
  "formula": "C9H6N4O2",
  "method": "ωB97M-V/def2-TZVPD",
  "species": ["N", "C", "C", "N", "C", "N", "C", "C", "C", "C", "C", "C", "N", "O", "O", "H", "H", "H", "H", "H", "H"],
  "coordinates": [[-4.846, -0.921, -1.683], [-3.992, -0.352, -1.207], [-2.998, 0.478, -0.629], [-1.788, -0.543, -0.240], [-2.039, -1.852, 0.263], [-1.000, -2.335, 0.774], [-0.008, -1.413, 0.721], [1.323, -1.439, 1.119], [2.138, -0.318, 0.897], [1.612, 0.791, 0.127], [0.297, 0.865, -0.282], [-0.479, -0.331, 0.015], [-3.417, 1.145, 0.689], [-3.556, 2.346, 0.571], [-3.732, 0.418, 1.604], [-2.646, 1.209, -1.260], [-3.082, -2.215, 0.333], [1.648, -2.340, 1.720], [3.113, -0.292, 1.209], [2.049, 1.688, -0.020], [-0.044, 1.817, -0.650]],
  "atomic_forces_ev_per_a": [[-1.4, -1.2, -0.9], [0.1, 0.9, 0.5], [4.1, -3.9, 3.2], [-4.1, 0.2, -0.9], [-2.3, 2.1, -0.6], [0.6, -2.6, 1.7], [0.8, 0.6, -1.4], [1.3, -0.4, 1.3], [-3.4, -0.1, -1.9], [-2.0, -2.8, 1.4], [0.0, -2.6, 1.2], [1.1, 4.6, -0.8], [-1.5, -0.2, -1.0], [0.3, -0.3, 0.7], [0.6, 0.7, -0.3], [0.8, 1.7, -1.3], [1.0, -0.1, -0.3], [-0.1, 1.2, -0.8], [2.2, 0.0, 0.8], [2.5, 2.4, -0.2], [-0.5, -0.2, -0.4]],
  "homo_lumo_gap_ha": 0.292,
  "homo_energy_ev": -9.017,
  "fmax_ev_per_a": 6.50,
  "e_above_lowest_kcal_mol": 13.7,
  "e_tot_ha": -715.90173,
  "smiles": "N#C[C@H](n1cnc2ccccc21)[N+](=O)[O-]"
}

=====

No. 3
{
  "formula": "C14H18AgN2OSSi",
  "method": "ωB97M-V/def2-TZVPD",
  "species": ["Ag", "O", "N", "C", "C", "C", "C", "C", "S", "H", "H", "H", "H", "C", "Si", "C", "C", "N", "C", "C", "C", "C", "C", "C", "H", "H", "H", "H", "H", "H", "H", "H", "H", "H", "H", "H", "H", "H"],
  "coordinates": [[0.182, 0.153, 0.093], [-1.640, -1.278, 0.760], [-2.794, -0.795, 0.457], [-3.783, -1.657, 0.166], [-5.065, -1.248, -0.112], [-5.352, 0.115, -0.074], [-4.331, 0.998, 0.185], [-3.021, 0.561, 0.421], [-1.766, 1.684, 0.669], [-3.486, -2.695, 0.179], [-5.822, -1.978, -0.355], [-6.355, 0.472, -0.259], [-4.498, 2.064, 0.212], [1.598, -3.009, 0.854], [2.773, -1.710, 0.077], [3.330, -0.550, 1.492], [4.336, -2.722, -0.397], [1.922, -0.739, -1.020], [1.884, -0.673, -2.363], [0.873, 0.082, -2.993], [0.788, 0.198, -4.361], [1.716, -0.428, -5.182], [2.723, -1.174, -4.590], [2.811, -1.298, -3.222], [2.013, -3.435, 1.763], [1.392, -3.825, 0.167], [0.646, -2.546, 1.107], [3.751, -1.114, 2.319], [2.477, 0.010, 1.872], [4.075, 0.166, 1.162], [4.776, -3.191, 0.481], [5.102, -2.098, -0.849], [4.093, -3.515, -1.099], [0.139, 0.580, -2.346], [-0.019, 0.770, -4.803], [1.654, -0.345, -6.259], [3.451, -1.684, -5.211], [3.604, -1.883, -2.783]],
  "atomic_forces_ev_per_a": [[0.1, 0.1, -0.3], [0.5, -0.3, 0.1], [-0.3, 0.4, 0.0], [-0.6, -0.3, -0.2], [0.1, 0.1, 0.0], [0.1, 0.0, 0.0], [-0.3, -0.3, -0.1], [0.1, 0.2, 0.1], [0.7, 0.0, 0.1], [0.1, 0.0, 0.0], [0.0, -0.1, 0.0], [-0.1, 0.0, 0.0], [0.0, 0.0, 0.0], [0.3, 0.5, -0.2], [0.0, -0.2, 0.9], [-0.3, -0.5, -0.3], [-0.5, 0.4, -0.2], [0.0, -0.1, 0.8], [-0.2, 0.2, -0.2], [-0.4, 0.3, 0.2], [0.0, 0.0, -0.1], [0.0, 0.0, -0.3], [0.0, -0.1, -0.2], [0.1, -0.1, 0.2], [0.2, -0.1, 0.2], [0.0, -0.1, -0.2], [-0.2, 0.0, 0.0], [0.1, -0.2, 0.2], [-0.1, 0.1, 0.0], [0.1, 0.2, -0.2], [-0.1, 0.0, 0.2], [0.2, 0.1, -0.1], [0.0, -0.1, -0.2], [0.2, -0.1, -0.3], [0.0, 0.1, 0.0], [0.0, 0.0, 0.0], [0.0, 0.0, 0.0], [0.1, -0.1, 0.0]],
  "total_charge": -1,
  "homo_lumo_gap_ha": 0.245,
  "homo_energy_ev": -3.685,
  "fmax_ev_per_a": 0.96,
  "e_above_lowest_kcal_mol": 1.7,
  "e_tot_ha": -1563.75925
}

=====

No. 4
{
  "formula": "C3HBrClNS",
  "method": "ωB97M-V/def2-TZVPD",
  "species": ["C", "C", "C", "N", "S", "Cl", "Br", "H"],
  "coordinates": [[0.385, -0.389, 0.030], [1.581, 0.506, 0.057], [2.811, 0.147, 0.038], [0.402, -1.644, 0.045], [1.424, -2.820, 0.105], [1.015, 2.186, 0.137], [4.592, 0.127, -0.034], [-0.561, 0.121, -0.021]],
  "atomic_forces_ev_per_a": [[0.2, 0.3, -0.1], [-1.0, 0.3, 0.1], [0.6, -1.1, -0.1], [-0.5, 0.1, 0.0], [0.8, -0.2, 0.0], [0.4, 0.1, 0.0], [-0.2, 0.3, 0.0], [-0.3, 0.1, 0.0]],
  "homo_lumo_gap_ha": [0.271, 0.282],
  "homo_energy_ev": [-8.747, -8.874],
  "fmax_ev_per_a": 1.21,
  "e_above_lowest_kcal_mol": 61.6,
  "e_tot_ha": -3601.91153
}

=====

No. 5
{
  "formula": "C11H39ClN15O12",
  "method": "ωB97M-V/def2-TZVPD",
  "species": ["Cl", "O", "O", "O", "O", "C", "O", "N", "N", "H", "H", "H", "H", "C", "O", "N", "N", "H", "H", "H", "H", "C", "O", "N", "N", "H", "H", "H", "H", "C", "O", "N", "N", "H", "H", "H", "H", "C", "O", "N", "N", "H", "H", "H", "H", "C", "O", "N", "N", "H", "H", "H", "H", "C", "O", "N", "N", "H", "H", "H", "H", "C", "C", "C", "O", "C", "N", "H", "H", "H", "H", "H", "H", "H", "H", "H", "H", "H"],
  "coordinates": [[1.170, -0.406, 0.387], [0.510, -0.129, 1.640], [0.197, -0.451, -0.733], [2.155, 0.622, 0.136], [1.798, -1.671, 0.579], [-0.372, -5.064, 2.499], [-0.973, -4.384, 3.313], [-0.673, -6.310, 2.232], [0.577, -4.658, 1.737], [-0.062, -6.743, 1.554], [-1.382, -6.838, 2.720], [0.908, -3.720, 1.915], [0.756, -5.063, 0.829], [2.270, 2.867, 3.360], [3.175, 3.333, 4.052], [1.491, 1.845, 3.644], [2.037, 3.229, 2.142], [1.663, 1.511, 4.582], [0.814, 1.385, 3.052], [1.241, 2.717, 1.788], [2.785, 3.664, 1.622], [-3.403, -0.872, 1.906], [-3.773, -0.248, 0.878], [-2.232, -1.289, 2.178], [-4.258, -1.040, 2.859], [-2.221, -1.589, 3.142], [-1.436, -1.031, 1.612], [-3.965, -1.474, 3.723], [-5.212, -0.807, 2.626], [5.808, 0.033, -0.648], [6.852, -0.382, -1.112], [5.312, -0.115, 0.564], [4.920, 0.638, -1.300], [5.978, -0.455, 1.244], [4.487, 0.439, 0.743], [3.945, 0.645, -1.036], [5.201, 1.014, -2.194], [5.022, -1.921, 3.318], [5.606, -2.552, 4.170], [4.411, -2.472, 2.274], [4.891, -0.627, 3.374], [4.557, -3.464, 2.154], [3.900, -1.914, 1.605], [5.038, -0.122, 4.237], [4.521, -0.172, 2.552], [1.722, 2.128, -3.457], [1.951, 2.770, -4.480], [0.738, 2.262, -2.665], [2.479, 1.112, -3.084], [0.051, 2.995, -2.770], [0.685, 1.653, -1.862], [3.154, 0.878, -3.798], [2.294, 0.671, -2.194], [-1.148, 3.141, -0.042], [-0.007, 3.519, 0.039], [-2.080, 4.007, 0.113], [-1.558, 1.933, -0.367], [-3.064, 3.787, 0.045], [-1.730, 4.953, 0.161], [-0.836, 1.254, -0.559], [-2.519, 1.646, -0.486], [-3.149, -0.583, -3.987], [-3.721, 0.056, -2.696], [-5.212, 0.471, -2.750], [-5.407, 1.824, -3.197], [-5.735, 1.835, -4.634], [-3.520, -0.984, -1.687], [-3.243, 0.077, -4.849], [-3.655, -1.524, -4.203], [-2.124, -0.936, -3.869], [-3.127, 0.893, -2.330], [-5.683, 0.545, -1.770], [-5.860, -0.309, -3.151], [-6.305, 0.962, -4.952], [-4.794, 1.880, -5.182], [-6.279, 2.756, -4.847], [-3.840, -0.675, -0.780], [-2.513, -0.961, -1.623]],
  "atomic_forces_ev_per_a": [[-0.9, -0.4, 0.2], [-0.8, 0.7, -0.3], [1.3, 0.2, 1.3], [0.1, 0.1, -0.5], [0.6, -0.8, -0.8], [-3.0, 0.6, 2.1], [-0.1, 0.5, 0.9], [-0.9, -3.8, -0.7], [4.1, 2.8, -2.4], [-0.5, -0.6, 0.4], [0.3, 0.3, -0.2], [0.0, 0.0, -0.4], [0.1, 0.3, 0.3], [2.4, 0.5, 0.6], [-0.2, -0.3, 0.8], [-1.2, -2.3, 3.7], [-0.6, 1.5, -3.1], [-0.6, -0.3, -0.2], [0.4, 0.1, 0.1], [0.6, 0.9, -1.6], [-0.7, 0.0, -0.2], [-1.9, 3.3, -4.2], [0.5, -0.4, 0.8], [3.2, -1.3, 0.8], [-3.2, -0.7, 2.9], [1.7, -0.4, -0.5], [0.2, -0.1, 0.5], [-0.8, 0.0, -0.1], [0.2, -0.2, 0.5], [2.4, -2.2, 0.8], [1.3, -0.1, 0.3], [0.9, -1.4, 3.3], [-4.0, 4.0, -5.9], [-0.6, 0.2, 0.3], [0.5, -0.1, 0.8], [0.4, 0.3, -0.1], [-0.5, -0.2, 0.0], [0.1, -1.7, 0.9], [0.8, -1.1, 1.0], [-0.6, -1.4, -1.4], [-0.4, 3.9, -0.2], [-0.2, 0.4, -0.2], [0.0, -0.5, 0.0], [0.1, -0.1, -0.4], [-0.2, 0.3, 1.0], [1.7, 0.5, -3.1], [-0.1, 0.4, -0.3], [-4.6, 1.3, 3.0], [2.2, -1.6, -0.1], [0.4, -0.2, 0.1], [-0.3, 0.5, -0.1], [0.1, -0.6, 0.8], [0.5, -0.5, -0.6], [0.8, -0.9, -0.7], [2.9, -0.3, 0.2], [-3.9, 3.7, 0.8], [0.2, -2.7, -0.6], [0.3, 0.3, 0.0], [-0.6, -0.1, 0.2], [-0.4, -0.3, 0.2], [0.2, 0.1, 0.3], [-0.5, 0.5, 0.0], [-0.4, -1.0, 0.0], [0.4, 0.7, 1.4], [-1.0, -1.2, -2.4], [0.9, 0.7, 1.2], [-0.2, -0.3, -0.6], [0.2, 0.0, -0.1], [-0.6, 0.1, 0.1], [0.3, 0.6, 0.2], [-0.1, 0.7, -0.9], [0.8, -0.3, 0.7], [0.1, 0.1, -1.2], [-0.1, 0.0, 0.2], [0.0, -0.1, -0.2], [-0.1, -0.1, 0.1], [0.0, 0.0, 0.1], [0.3, -0.7, 0.5]],
  "total_charge": -1,
  "homo_lumo_gap_ha": 0.331,
  "homo_energy_ev": -6.812,
  "fmax_ev_per_a": 8.17,
  "e_above_lowest_kcal_mol": 104.8,
  "e_tot_ha": -2626.93663
}

=====

No. 6
{
  "formula": "C11H23FI2O6P",
  "method": "ωB97M-V/def2-TZVPD",
  "species": ["C", "C", "I", "C", "I", "P", "F", "C", "O", "C", "O", "C", "C", "O", "H", "H", "H", "H", "H", "H", "H", "H", "H", "H", "H", "H", "H", "H", "H", "H", "H", "C", "C", "C", "O", "C", "O", "O", "H", "H", "H", "H", "H", "H"],
  "coordinates": [[0.107, -1.753, 1.218], [1.606, -2.028, 0.613], [3.158, -0.789, 1.537], [1.744, -1.855, -1.012], [0.704, -3.501, -2.023], [1.254, -0.111, -1.668], [1.584, -0.735, -3.308], [0.807, 1.559, -2.489], [1.812, 2.641, -2.231], [1.779, 3.035, -0.800], [2.251, 4.414, -0.563], [2.835, 4.468, 0.794], [4.429, 4.037, 0.651], [4.928, 4.378, -0.694], [0.090, -2.132, 2.350], [-0.760, -2.334, 0.679], [-0.079, -0.583, 1.276], [1.872, -3.164, 0.852], [2.906, -1.971, -1.263], [-0.144, -0.520, -1.788], [1.026, 0.383, -0.335], [2.630, 0.375, -1.556], [-0.300, 1.925, -2.256], [0.838, 1.401, -3.670], [2.396, 2.219, -0.186], [0.659, 2.977, -0.394], [2.781, 5.588, 1.200], [2.295, 3.710, 1.528], [5.093, 4.631, 1.437], [4.612, 2.879, 0.862], [4.630, 3.656, -1.351], [-6.000, -2.648, 1.846], [-4.575, -2.317, 1.449], [-4.445, -1.843, 0.032], [-3.130, -2.240, -0.309], [-2.834, -3.319, 0.475], [-1.864, -4.042, 0.318], [-3.769, -3.484, 1.458], [-6.041, -2.918, 2.907], [-6.669, -1.799, 1.678], [-6.375, -3.514, 1.290], [-4.142, -1.597, 2.153], [-4.552, -0.757, -0.051], [-5.145, -2.325, -0.658]],
  "atomic_forces_ev_per_a": [[0.3, 0.6, 1.4], [-1.6, -2.4, -1.3], [-0.6, -0.4, -0.1], [2.3, -0.2, 1.5], [0.5, 0.6, 0.5], [-0.3, 0.4, -0.9], [0.0, 0.1, 0.8], [-0.7, 1.1, -1.8], [-1.1, 0.5, 2.4], [-1.1, -1.5, 0.2], [0.0, -1.9, 1.4], [0.9, -0.1, -0.1], [0.3, -0.4, 0.3], [-0.8, -1.9, 0.5], [0.2, 0.8, -2.4], [2.4, 1.4, 0.7], [0.2, -2.5, -0.4], [-0.3, 2.6, -0.3], [-2.6, -0.1, 0.4], [0.2, -0.1, -0.2], [-0.2, 0.1, 0.1], [-0.1, -0.5, -0.3], [2.1, -0.5, -0.1], [0.1, 0.5, 2.6], [-1.0, 1.9, -1.2], [2.1, 0.1, -1.0], [-0.1, -2.5, -1.1], [1.0, 1.7, -1.4], [-1.4, -1.1, -1.7], [-0.6, 2.4, -0.4], [0.4, 1.7, 1.7], [0.0, -0.4, 0.4], [-1.2, 0.2, 0.5], [-0.2, 0.8, -0.4], [0.3, -0.8, 0.5], [2.1, -1.7, -0.6], [-2.6, 1.5, 0.5], [0.7, 0.0, -0.5], [0.0, 0.1, -0.1], [0.1, 0.0, 0.0], [0.1, 0.2, -0.1], [0.0, 0.0, -0.1], [0.2, -0.2, -0.1], [-0.1, 0.0, 0.2]],
  "total_charge": -1,
  "homo_lumo_gap_ha": 0.246,
  "homo_energy_ev": -4.410,
  "fmax_ev_per_a": 3.20,
  "e_tot_ha": -1920.83971
}

=====

No. 7
{
  "formula": "C5H9NO",
  "method": "ωB97M-V/def2-TZVPD",
  "species": ["C", "C", "C", "C", "N", "C", "O", "H", "H", "H", "H", "H", "H", "H", "H", "H"],
  "coordinates": [[-0.013, -1.174, 1.016], [0.056, 0.086, 0.158], [0.286, 1.295, 1.052], [0.807, -0.249, -1.181], [-0.524, -0.333, -1.793], [-1.154, 0.294, -0.757], [-2.192, 0.904, -0.662], [-0.749, -1.087, 1.815], [0.963, -1.312, 1.484], [-0.248, -2.078, 0.449], [1.186, 1.248, 1.677], [-0.582, 1.250, 1.716], [0.230, 2.265, 0.545], [1.433, 0.564, -1.556], [1.390, -1.172, -1.249], [-0.891, -0.502, -2.714]],
  "atomic_forces_ev_per_a": [[0.0, -0.1, 0.2], [0.2, 0.0, 0.2], [0.0, 0.0, 0.1], [0.2, 0.0, -0.1], [-0.4, 0.1, -0.1], [-0.3, 0.1, 0.1], [0.2, -0.5, 0.0], [-0.1, 0.1, 0.0], [0.0, -0.1, 0.0], [0.0, 0.2, -0.1], [-0.1, -0.1, -0.3], [0.1, 0.3, 0.2], [0.2, -0.3, -0.1], [-0.2, 0.1, -0.1], [-0.2, 0.0, 0.3], [0.4, 0.2, -0.2]],
  "homo_lumo_gap_ha": 0.386,
  "homo_energy_ev": -9.625,
  "fmax_ev_per_a": 0.56,
  "e_above_lowest_kcal_mol": 23.2,
  "e_tot_ha": -325.90061,
  "smiles": "CC1(C)CNC1=O"
}

=====

No. 8
{
  "formula": "C4H4NO2",
  "method": "ωB97M-V/def2-TZVPD",
  "species": ["O", "C", "O", "N", "C", "C", "C", "H", "H", "H", "H"],
  "coordinates": [[2.436, -0.151, -0.664], [1.813, -0.358, 0.373], [2.086, -1.076, 1.364], [0.475, 0.418, 0.393], [-0.663, -0.145, 0.921], [-1.528, 0.031, -0.100], [-0.480, 0.593, -1.030], [-0.886, -0.596, 1.882], [-2.582, -0.316, -0.194], [-0.143, -0.039, -1.714], [-0.527, 1.639, -1.231]],
  "atomic_forces_ev_per_a": [[0.4, 0.2, -0.5], [-0.5, -0.3, 0.3], [-0.9, 1.0, -0.5], [0.3, -0.1, -1.8], [-1.8, -0.3, -0.5], [-1.0, -0.8, 0.5], [0.3, 1.4, 6.2], [0.7, 0.1, 0.2], [0.9, 0.7, -0.1], [1.7, -2.3, -3.1], [0.0, 0.6, -0.6]],
  "total_charge": -1,
  "homo_lumo_gap_ha": 0.288,
  "homo_energy_ev": -3.682,
  "fmax_ev_per_a": 6.36,
  "e_above_lowest_kcal_mol": 62.5,
  "e_tot_ha": -360.03617,
  "smiles": "O=C([O-])N1C=CC1"
}